# 1
Below is a structure of composition C23H43Cl2ErFN3O4Si at a distorted geometry, with properties calculated with ωB97M-V with the def2-TZVPD basis set.

Atoms and positions in Å:
C 0.46634 4.07952 1.15728
C -0.82212 4.07534 0.41207
H 1.28070 4.40405 0.49695
H 0.67423 3.07868 1.54393
H 0.44803 4.76361 2.02093
C -1.24223 5.17947 -0.23834
C -0.42647 6.40115 -0.45510
H -2.25976 5.25863 -0.62187
H 0.54830 6.15603 -0.87692
H -0.26957 6.99250 0.44944
H -0.94855 7.03632 -1.17183
Er 0.93090 -0.69962 1.59903
Cl -1.10291 0.22358 2.76529
C -1.38450 -2.90097 1.38335
O -0.41489 -2.37958 0.75333
N -2.20577 -3.80473 0.85367
C -1.98678 -4.26989 -0.51936
C -3.46182 -4.13953 1.52208
H -1.61239 -2.59295 2.41853
H -0.93065 -4.53134 -0.64987
H -2.26416 -3.48524 -1.23894
H -2.62183 -5.14778 -0.67136
H -3.27888 -4.32818 2.58797
H -3.88935 -5.03634 1.06608
H -4.19815 -3.32273 1.44318
H 2.55539 -6.11522 1.23883
H 4.06724 -6.22531 3.67983
C 3.27831 -5.29635 1.10485
C 4.46047 -5.28949 3.25996
N 3.50265 -4.63099 2.37716
H 2.92086 -4.57122 0.37506
C 2.87001 -3.49296 2.68707
O 2.17039 -2.81623 1.88494
H 4.77004 -4.63284 4.07547
H 3.00501 -3.17518 3.73115
H 4.23382 -5.73857 0.79713
H 5.34437 -5.57662 2.67744
H 6.33786 -0.06539 0.31417
H 3.49760 1.85434 -0.98519
C 5.93191 -0.31369 -0.67529
C 4.05985 1.12580 -1.57377
N 4.51429 0.00053 -0.75916
H 6.08264 -1.38581 -0.83651
C 3.63735 -0.63714 -0.00673
O 2.41760 -0.28579 0.03868
H 3.40130 0.78098 -2.37527
H 3.99737 -1.46827 0.61636
H 6.43554 0.26778 -1.44802
H 4.95248 1.58859 -1.98854
O -0.78909 1.64471 0.03259
C -1.59559 2.75045 0.47845
C -3.14908 3.32250 -1.44833
C -2.98191 2.82091 -0.15958
H -2.27526 3.66629 -2.01120
C -4.43619 3.41352 -2.01341
H -1.75082 2.57836 1.55231
C -4.08955 2.36285 0.56866
H -4.53189 3.77545 -3.03026
C -5.53750 3.01096 -1.26802
C -5.37135 2.51185 0.03155
H -3.90367 1.92470 1.55303
H -6.53251 3.12012 -1.68902
H -6.22565 2.19092 0.62331
Si -0.76383 1.12142 -1.71911
Cl 0.64363 2.54472 -2.22073
C -1.82612 1.48321 -3.28364
C -2.31193 -0.07463 -1.27239
C 0.24950 -0.44502 -1.89672
H -2.88558 1.26788 -3.10149
H -1.50127 0.84606 -4.11547
H -1.76141 2.52197 -3.60755
H 0.17468 -0.90979 -2.89506
H -0.05420 -1.21894 -1.18045
H 1.29899 -0.18280 -1.74928
H -3.23509 0.51302 -1.28327
H -2.10640 -0.41241 -0.24847
H -2.38854 -0.90471 -1.99675
F 2.16556 -0.15453 3.11121

Calculated values
- Frontier orbital gap: 5.6 eV
- Molar mass: 710.864 u
- Spin multiplicity: 4
- E_tot: -100475.4109 eV


# 2
Below is a cluster of 2 separate species, C4H12N4 in total, with properties calculated with ωB97M-V with the def2-TZVPD basis set.

Atoms and positions in Å:
C -2.14081 -1.23226 0.01413
C 2.07459 1.56121 0.03882
N 1.11841 0.71854 -0.67538
N -1.20586 -0.14598 0.23589
C 0.79729 -0.45667 -0.22584
N -1.34625 0.46490 1.51994
N 0.26878 1.41312 -1.53529
C 1.13642 -1.72460 -0.15918
H -1.47514 1.46492 1.38948
H -0.47151 0.33534 2.02059
H -1.19963 0.57792 -0.51642
H 0.08777 0.76883 -2.30966
H -1.96318 -2.02366 0.74414
H -3.18262 -0.90543 0.10482
H 2.74200 2.01758 -0.69125
H 1.53084 2.35496 0.55562
H -1.97357 -1.63031 -0.98735
H 2.64181 0.96581 0.75443
H 1.98167 -2.09961 -0.72476
H 0.57901 -2.42461 0.44725

Calculated values
- Frontier orbital gap: 7.7 eV
- Molar mass: 116.168 u
- E_tot: -10297.5104 eV


# 3
Below is a cluster of 2 separate species, C2H8NOS2 in total at a distorted geometry, with properties calculated with ωB97M-V with the def2-TZVPD basis set.

Atoms and positions in Å:
C -2.26638 0.58571 1.67778
N -2.47623 1.70654 0.75386
C -1.22979 1.93424 -0.02793
O -0.78652 0.89850 -0.75528
H -1.93006 -0.31258 1.14824
H -3.21366 0.32144 2.16580
H -1.55252 0.88810 2.44338
H -3.18707 1.40930 0.09804
H -0.49124 2.24896 0.75469
H -1.45561 2.82893 -0.64762
S 1.40478 -0.97179 -1.41333
S 1.88792 -1.56159 0.51072
H 0.41186 -0.10916 -0.96194
H 3.09850 -0.98899 0.56267

Calculated values
- Frontier orbital gap: 6.8 eV
- Molar mass: 126.226 u
- Net charge: -1
- E_tot: -27411.9585 eV


# 4
Below is a cluster of 13 separate species, C53H109FN2O14S in total at a distorted geometry, with properties calculated with ωB97M-V with the def2-TZVPD basis set.

Atoms and positions in Å:
C 0.27072 -4.27999 -1.39042
C -1.07462 -4.35179 -2.13464
C -1.66998 -2.95675 -2.42628
C -2.62688 -2.48070 -1.33060
C -3.52542 -1.28937 -1.69776
C -2.83624 -0.13420 -2.45601
C -3.15677 1.25399 -1.87270
C -2.10179 2.31212 -2.22264
C -0.80857 2.07204 -1.42701
C 0.46986 2.62762 -2.06262
C 1.71332 1.94081 -1.49583
C 2.97825 2.09382 -2.33908
C 3.07223 1.16387 -3.53726
N 2.90932 -0.25431 -3.15517
N 4.12992 -0.78525 -2.62555
C 3.87477 -1.81933 -1.59963
C 2.85091 -1.35245 -0.58247
C 2.77356 -2.17312 0.71732
C 4.10058 -2.70401 1.24935
S 2.30500 -1.05578 -4.48804
O 2.98169 -0.66727 -5.68777
O 0.87849 -0.95222 -4.47147
F 2.68572 -2.53173 -4.17839
H 0.11374 -4.22014 -0.31166
H 0.84227 -3.39739 -1.69539
H 0.87048 -5.17630 -1.56849
H -0.98144 -4.90813 -3.06665
H -1.78239 -4.88279 -1.49158
H -2.14842 -2.92037 -3.41021
H -0.83506 -2.24906 -2.45436
H -3.27567 -3.30895 -1.02241
H -2.03283 -2.20266 -0.45228
H -4.37149 -1.64929 -2.29353
H -3.96011 -0.90789 -0.76647
H -1.75348 -0.28106 -2.47038
H -3.15835 -0.16587 -3.50104
H -3.28084 1.17220 -0.78790
H -4.11181 1.58072 -2.30323
H -1.84719 2.20020 -3.28199
H -2.47141 3.31069 -1.99862
H -0.69778 0.98605 -1.30994
H -0.91185 2.46700 -0.40916
H 0.41824 2.51109 -3.15065
H 0.49377 3.70225 -1.85044
H 1.91650 2.36490 -0.50617
H 1.46146 0.88962 -1.33287
H 3.00728 3.11488 -2.73524
H 3.85418 1.99917 -1.69448
H 4.01541 1.31986 -4.06991
H 2.27421 1.41082 -4.24388
H 4.67999 -1.18915 -3.37907
H 4.84420 -2.01071 -1.13716
H 3.54741 -2.75702 -2.07068
H 1.85550 -1.36247 -1.03860
H 3.05475 -0.30233 -0.34017
H 2.05194 -2.98107 0.57508
H 2.32918 -1.51501 1.46874
H 4.87625 -1.93330 1.22578
H 3.98271 -3.00965 2.29219
H 4.44430 -3.58057 0.69363
C 7.40596 3.74612 -3.23836
C 6.95159 3.08073 -1.95975
O 5.90897 3.38808 -1.42918
C 7.85918 2.02339 -1.38790
H 6.67055 4.48496 -3.54776
H 8.36886 4.23631 -3.08475
H 7.52344 3.00017 -4.02623
H 8.83591 2.44357 -1.15686
H 7.99339 1.21618 -2.11020
H 7.42595 1.61768 -0.47863
C -5.12720 5.54239 -1.06016
C -3.84758 6.31609 -0.85758
O -2.82572 5.97682 -1.41019
C -3.90490 7.50508 0.06569
H -4.93173 4.72503 -1.75267
H -5.48331 5.13634 -0.11438
H -5.90521 6.18393 -1.47086
H -4.21988 7.18032 1.05880
H -4.62661 8.23338 -0.31002
H -2.92220 7.96772 0.12529
C 5.39760 2.09966 1.71317
C 4.70488 1.23754 2.73845
O 3.77683 0.52027 2.44931
C 5.22912 1.31280 4.15441
H 4.93749 1.96179 0.73800
H 5.32330 3.15186 1.99265
H 6.45382 1.83012 1.65287
H 5.15186 2.33517 4.52820
H 6.27904 1.01599 4.18005
H 4.65145 0.64951 4.79381
C -2.45462 -5.05694 -6.48408
C -3.32676 -5.43245 -5.31028
O -2.89579 -6.06274 -4.37556
C -4.76511 -4.97201 -5.35943
H -1.44905 -5.44005 -6.32961
H -2.86290 -5.47544 -7.40557
H -2.41380 -3.97129 -6.58870
H -5.26257 -5.38777 -6.23725
H -4.80679 -3.88334 -5.42427
H -5.28260 -5.29997 -4.46119
C 1.04052 -4.97511 4.29558
C 0.29171 -4.19678 3.24276
O 0.49410 -4.35183 2.05926
C -0.72515 -3.19872 3.74043
H 1.73884 -5.65513 3.81087
H 1.58673 -4.29666 4.94643
H 0.34007 -5.54463 4.90423
H -0.24353 -2.45416 4.37070
H -1.49147 -3.69545 4.33353
H -1.18862 -2.70700 2.88738
C 3.53628 -2.78086 -7.88156
C 3.50545 -3.16129 -9.34006
O 2.80841 -4.05553 -9.75779
C 4.39524 -2.36030 -10.26363
H 2.85764 -3.43001 -7.33181
H 4.54679 -2.90545 -7.48771
H 3.23016 -1.74667 -7.74213
H 5.43750 -2.45493 -9.95448
H 4.12080 -1.30501 -10.22407
H 4.28640 -2.72446 -11.28235
C -10.50432 5.44912 -0.23403
C -9.21987 4.96480 -0.86203
O -8.14014 5.33055 -0.46116
C -9.34809 3.99967 -2.01551
H -10.27736 6.13348 0.57978
H -11.11574 5.96197 -0.97814
H -11.07389 4.60271 0.15314
H -9.91580 4.45862 -2.82646
H -9.87578 3.09995 -1.69474
H -8.35883 3.72856 -2.37633
C 11.20194 2.43809 2.60620
C 11.01770 2.31861 1.11312
O 10.20596 1.56359 0.63192
C 11.89775 3.19078 0.24989
H 10.51590 1.76428 3.11332
H 12.22708 2.18265 2.87876
H 11.00726 3.46265 2.92726
H 12.94842 2.96323 0.43563
H 11.72869 4.24291 0.48489
H 11.67334 3.01414 -0.79942
C -3.04991 -0.13629 7.55594
C -2.09665 -0.64112 6.49811
O -2.24944 -1.71574 5.96785
C -0.94695 0.26989 6.13896
H -3.83006 -0.87422 7.72602
H -2.51335 0.04507 8.48863
H -3.50360 0.80248 7.23400
H -0.33522 0.46469 7.02134
H -1.32711 1.22300 5.76788
H -0.33185 -0.19141 5.37047
C -5.60443 3.94997 4.38163
C -5.70811 4.93783 3.24993
O -4.75947 5.59917 2.89141
C -7.05416 5.05542 2.57893
H -4.59480 3.96189 4.78729
H -6.31545 4.20375 5.16936
H -5.84608 2.95479 4.00948
H -7.79968 5.37825 3.30836
H -7.35932 4.08865 2.17525
H -7.00298 5.77979 1.77114
C 2.02265 -7.26672 8.19251
C 1.21367 -5.99406 8.12107
O 1.42753 -5.15420 7.27964
C 0.12101 -5.82453 9.14924
H 2.77002 -7.26857 7.40300
H 2.51921 -7.34149 9.16128
H 1.36977 -8.13305 8.07444
H 0.54617 -5.84434 10.15403
H -0.60156 -6.63804 9.06696
H -0.38534 -4.87579 8.98912
C -6.25863 0.18775 1.78138
C -7.23742 0.29028 2.92569
O -7.46805 1.34557 3.47157
C -7.91275 -0.98745 3.35825
H -5.83996 1.16788 1.56386
H -5.45092 -0.49947 2.03851
H -6.76043 -0.19458 0.89104
H -7.16486 -1.71682 3.67305
H -8.47629 -1.41287 2.52645
H -8.58822 -0.78246 4.18508

Calculated values
- Frontier orbital gap: 9.3 eV
- Molar mass: 1049.520 u
- E_tot: -101925.6342 eV


# 5
Below is a structure of composition C40H39MoN4OPS2, with properties calculated with ωB97M-V with the def2-TZVPD basis set.

Atoms and positions in Å:
Mo 0.41623 0.67873 0.07559
C 1.07191 -0.34588 4.87277
C 0.55553 -0.72308 3.49041
C -0.36469 -1.93815 3.52567
C 1.73618 -0.90585 2.52813
C 2.54627 -2.17311 2.75126
O 2.03378 -3.07423 1.75097
C 1.35892 -2.32989 0.85425
N 1.24045 -1.09015 1.13895
C 0.79827 -3.11859 -0.26380
C 0.90130 -4.50868 -0.12857
C 0.37450 -5.36279 -1.07800
C -0.26398 -4.83823 -2.18912
C -0.36516 -3.46667 -2.33362
C 0.15497 -2.58235 -1.38719
P 0.03999 -0.78830 -1.78810
C 1.31483 -0.68690 -3.10867
C 2.31641 -1.64844 -3.24187
C 3.35928 -1.46999 -4.14208
C 3.41780 -0.32943 -4.92736
C 2.42775 0.63546 -4.80404
C 1.39085 0.46322 -3.89937
C -1.57807 -0.74616 -2.63100
C -1.77513 -0.32731 -3.94231
C -3.06048 -0.26681 -4.46932
C -4.15281 -0.61870 -3.69151
C -3.96046 -1.05176 -2.38570
C -2.68038 -1.12109 -1.86288
H 0.24138 -0.17596 5.56013
H 1.66839 0.56874 4.82161
H 1.69451 -1.13531 5.30666
H -0.01322 0.11796 3.09107
H 0.13831 -2.82766 3.91928
H -0.75261 -2.16884 2.53019
H -1.22358 -1.73731 4.16944
H 2.36047 -0.01864 2.56256
H 2.39297 -2.63502 3.72260
H 3.61225 -2.03631 2.57163
H 1.39145 -4.91995 0.74049
H 0.46179 -6.43357 -0.94456
H -0.67828 -5.49114 -2.94704
H -0.85850 -3.06472 -3.20811
H 2.29536 -2.55002 -2.64304
H 4.12660 -2.22984 -4.22720
H 4.23229 -0.18947 -5.62761
H 2.46536 1.53613 -5.40533
H 0.65308 1.24474 -3.78512
H -0.93653 -0.05564 -4.56734
H -3.20213 0.06126 -5.49192
H -5.15395 -0.55636 -4.10087
H -4.80514 -1.31900 -1.76219
H -2.54031 -1.45672 -0.84404
S 0.43157 2.69351 -1.40153
C 2.14601 2.41077 -1.40730
C 3.12096 3.18283 -2.04599
C 4.43979 2.78815 -1.97383
C 4.78387 1.63636 -1.26677
C 3.77172 0.92880 -0.65286
N 2.48993 1.30001 -0.71959
H 2.81977 4.07004 -2.58696
H 5.20805 3.36976 -2.46983
H 5.80923 1.29958 -1.19594
H 3.97536 0.02251 -0.09136
C 1.06538 4.60708 4.17807
N -0.12550 3.96522 3.65731
C -1.43929 4.23008 4.02899
C -2.22846 3.41695 3.29581
N -1.39266 2.66900 2.49492
C -0.11287 2.99517 2.71424
S 1.26410 2.34634 1.96075
H 0.76353 5.45297 4.79047
H 1.68519 4.95174 3.35277
H 1.64397 3.90730 4.77966
H -1.68081 4.97589 4.76700
H -3.29878 3.30602 3.26255
H -1.64235 1.94993 1.80743
C -1.39656 0.61806 0.47332
C -2.78566 0.67324 0.59143
C -3.50947 -0.23806 1.43132
C -4.88178 -0.17015 1.54169
C -5.62554 0.78992 0.84575
C -4.94055 1.68808 0.01685
C -3.57047 1.64383 -0.11589
H -2.95543 -0.99346 1.97899
H -5.39255 -0.88085 2.18390
H -6.70311 0.83331 0.93999
H -5.49856 2.43339 -0.54100
H -3.06204 2.33449 -0.77915

Calculated values
- Frontier orbital gap (alpha / beta): 4.3 / 6.5 eV
- Molar mass: 782.827 u
- Spin multiplicity: 3
- E_tot: -82936.7330 eV


# 6
Below is a cluster of 2 separate species, C4H10ClNO in total at a distorted geometry, with properties calculated with ωB97M-V with the def2-TZVPD basis set.

Atoms and positions in Å:
C 2.15392 0.92414 -0.50569
C -0.63861 -0.68559 1.45619
C 0.63366 1.27503 -0.52639
C -0.75854 -0.69500 -0.01459
N -1.26743 -1.73339 -0.67817
O -0.07973 0.16658 -0.83554
Cl -2.80313 0.77658 0.01696
H 2.64706 1.89323 -0.59262
H 2.37008 0.47159 0.34234
H 2.37017 0.25163 -1.27802
H -0.05343 0.10004 1.80230
H -0.33551 -1.73482 1.79559
H -1.67774 -0.70424 1.81562
H 0.47562 1.99864 -1.50243
H 0.34440 1.62499 0.40670
H -1.86760 -2.33178 -0.09488
H -1.51318 -1.59762 -1.60739

Calculated values
- Frontier orbital gap: 8.9 eV
- Molar mass: 123.583 u
- E_tot: -20368.7289 eV


The lowest molar mass belongs to which entry?
C4H12N4


Which of these has the lowest molar mass?
C4H12N4